Entry 1:
ORCA calculation (wB97M-V/def2-TZVPD) on a cluster of 3 separate species, C23H49N6O7 in total in a non-equilibrium geometry.

As for the net charge: +1. The LUMO energy comes out at -4.76 eV. The value obtained for the molecular weight is 521.680 g/mol. The calculated total energy comes out at -47906.0074 eV. The HOMO-LUMO gap is 5.3 eV.

Geometry as XYZ:
```
85
Properties=species:S:1:pos:R:3:forces:R:3
C 3.782 3.238 4.246 0.29 -0.04 0.04
C 3.243 2.020 3.516 -0.16 0.80 0.25
N 3.630 0.782 4.191 -0.63 0.27 -0.48
C 3.305 -0.409 3.426 0.62 -0.35 0.20
C 3.928 -0.377 2.027 -0.61 -0.06 -0.55
C 4.204 -1.761 1.547 0.19 0.63 0.36
N 3.214 -2.422 0.973 0.59 -0.74 -0.14
N 3.277 -3.668 0.494 -0.41 0.65 0.18
C 4.434 -4.258 0.609 0.29 -0.62 -0.02
C 4.555 -5.641 0.025 -0.26 0.28 -0.70
O 5.239 -5.586 -1.221 0.43 0.08 0.30
O 4.372 -4.946 -2.148 -0.43 -0.04 -0.02
C 5.560 -3.668 1.217 -0.30 0.74 0.08
C 5.457 -2.392 1.716 0.14 -0.58 -0.17
N 6.567 -1.785 2.360 -0.54 0.21 -0.05
C 3.051 0.608 5.503 -0.22 0.46 -0.58
C 1.700 1.164 5.829 -0.22 0.53 0.15
O 3.634 -0.070 6.279 0.79 -1.07 0.99
H 3.535 4.143 3.701 -0.14 0.13 -0.07
H 4.864 3.192 4.323 0.17 -0.06 0.02
H 3.393 3.335 5.253 -0.12 0.01 0.18
H 3.665 2.073 2.518 0.10 -0.37 -0.19
H 2.164 2.143 3.405 -0.25 -0.25 -0.14
H 3.720 -1.261 3.966 0.01 -0.06 0.18
H 2.229 -0.607 3.337 -0.18 0.14 -0.09
H 4.826 0.224 1.996 0.29 0.00 0.19
H 3.234 0.079 1.320 -0.04 0.17 -0.05
H 2.316 -1.966 0.861 -0.14 -0.08 -0.10
H 5.173 -6.267 0.655 0.07 -0.23 0.10
H 3.570 -6.068 -0.136 -0.14 -0.14 0.18
H 4.840 -4.129 -2.367 0.23 -0.04 -0.02
H 6.492 -4.203 1.296 0.15 -0.12 0.00
H 6.275 -1.392 3.252 0.14 0.00 0.08
H 6.905 -1.002 1.807 0.23 -0.08 0.00
H 1.543 2.180 5.494 -0.02 0.19 -0.17
H 1.583 1.144 6.904 -0.01 -0.10 0.19
H 0.904 0.562 5.397 0.02 -0.20 -0.19
C -1.537 4.476 -2.069 -0.09 0.04 0.05
O -2.556 4.035 -1.192 0.21 -0.04 -0.01
C -3.020 2.717 -1.452 -0.21 0.00 -0.01
C -2.687 1.800 -0.297 0.15 0.07 0.04
N -1.246 1.579 -0.202 -0.07 -0.03 0.10
C -0.824 0.884 1.005 0.10 0.01 -0.17
C -1.017 1.584 2.346 0.06 -0.18 0.18
O -0.216 2.737 2.513 -0.02 0.03 -0.06
C -0.779 3.951 2.029 0.19 0.06 0.07
H -1.337 5.520 -1.835 -0.02 0.01 0.02
H -0.610 3.904 -1.940 -0.01 -0.03 -0.07
H -1.855 4.406 -3.112 0.04 -0.02 -0.02
H -2.607 2.330 -2.389 0.07 -0.02 0.01
H -4.108 2.762 -1.560 0.01 0.01 -0.02
H -3.186 0.838 -0.449 0.01 -0.02 0.02
H -3.096 2.253 0.616 -0.11 -0.04 -0.02
H -0.772 2.472 -0.247 -0.02 0.04 -0.05
H 0.249 0.678 0.898 0.01 -0.02 0.05
H -1.333 -0.085 1.042 -0.05 0.01 0.02
H -0.696 0.882 3.125 -0.02 0.02 0.01
H -2.068 1.812 2.554 -0.02 0.06 -0.11
H -1.868 3.948 2.101 -0.02 -0.03 -0.04
H -0.483 4.148 0.995 -0.12 -0.02 -0.04
H -0.389 4.761 2.643 -0.01 -0.03 0.04
C -1.775 -1.019 -3.041 -0.05 0.14 0.04
O -2.403 -0.396 -4.140 0.08 -0.04 0.15
C -2.572 -1.235 -5.278 -0.02 0.11 -0.21
C -4.041 -1.484 -5.530 -0.09 -0.02 0.20
N -4.612 -2.309 -4.473 -0.02 0.09 -0.07
C -6.068 -2.418 -4.504 0.11 -0.10 0.13
C -6.878 -1.150 -4.261 -0.20 -0.06 -0.11
O -6.754 -0.628 -2.949 0.13 0.05 -0.01
C -5.683 0.270 -2.744 -0.13 -0.04 0.14
H -1.628 -0.258 -2.273 0.01 0.02 -0.02
H -2.390 -1.825 -2.623 0.08 -0.08 -0.03
H -0.795 -1.423 -3.318 -0.01 -0.06 0.00
H -2.033 -2.178 -5.153 -0.04 -0.03 0.08
H -2.144 -0.715 -6.140 0.02 0.01 0.02
H -4.161 -1.997 -6.488 -0.02 -0.01 -0.01
H -4.532 -0.505 -5.607 0.04 0.02 -0.13
H -4.339 -1.924 -3.578 0.01 0.00 0.03
H -6.353 -3.143 -3.738 -0.04 -0.01 -0.02
H -6.365 -2.843 -5.467 0.00 0.03 -0.03
H -7.933 -1.412 -4.378 0.00 0.02 0.02
H -6.667 -0.370 -5.001 0.10 0.01 0.03
H -5.453 0.843 -3.646 0.04 -0.02 -0.03
H -4.777 -0.246 -2.407 0.07 0.04 -0.09
H -5.982 0.964 -1.958 -0.04 -0.01 -0.01
```
Positions in Å, forces in eV/Å.

Results of the Mulliken charge analysis, in e, for atoms 1 through 2: number 1, C, carries -1.677; number 2, C, carries -0.336

Entry 2:
ORCA calculation (wB97M-V/def2-TZVPD) on a cluster of 2 separate species, C8H11N2 in total in a non-equilibrium geometry.

As for the net charge: +1. The LUMO energy (spin up / spin down) comes out at -6.02 / -6.02 eV. The value obtained for the relative energy (zero: lowest compared OMol25 entry of this formula, charge and spin) is 170.86 kcal/mol. The value obtained for the molecular weight is 135.190 g/mol. The calculated total energy comes out at -11440.4193 eV. The HOMO-LUMO gap (spin up / spin down) is 5.9 / 5.9 eV.

Geometry as XYZ:
```
21
Properties=species:S:1:pos:R:3:forces:R:3
C -3.751 -0.267 0.120 -0.02 0.14 0.19
C -2.773 -0.760 -0.368 3.50 -1.18 -0.61
C 2.575 -0.243 1.068 0.04 -0.73 3.03
C 1.466 -1.052 1.158 1.07 1.68 -3.33
C 1.675 -0.186 -0.895 -1.04 1.47 -1.80
C -4.972 0.287 0.640 -0.87 1.24 -0.59
C 3.727 1.109 -0.632 0.07 0.82 -4.09
C -0.178 -1.748 -0.672 -1.36 0.45 4.39
N 2.625 0.319 -0.151 0.38 -0.54 -1.11
N 0.914 -1.000 -0.167 -0.63 -0.45 -0.10
H 3.391 0.016 1.779 -1.14 -0.43 -0.39
H 0.896 -1.554 1.853 -0.47 -1.04 1.74
H 1.445 0.220 -1.903 0.17 -0.83 0.79
H -5.089 -0.070 1.671 -0.08 0.68 -0.09
H -5.821 -0.140 0.069 0.31 0.42 0.27
H -4.956 1.439 0.481 -0.25 -2.02 0.72
H 4.052 1.803 0.098 0.15 0.72 0.55
H 4.556 0.493 -0.992 -0.06 -0.27 0.67
H 3.444 1.627 -1.676 0.20 -0.73 2.68
H -0.478 -2.532 0.042 0.06 0.37 -0.81
H -0.561 -1.731 -1.630 -0.03 0.23 -2.09
```
Positions in Å, forces in eV/Å.

Results of the Mulliken charge analysis, in e, for atoms 1 through 2: number 1, C, carries 0.250; number 2, C, carries -0.243

Entry 3:
ORCA calculation (wB97M-V/def2-TZVPD) on an isolated molecule of C16H23NO5 in a non-equilibrium geometry.

The LUMO energy comes out at 0.56 eV. The value obtained for the relative energy (zero: lowest compared OMol25 entry of this formula, charge and spin) is 0.13 kcal/mol. The value obtained for the molecular weight is 309.362 g/mol. The structure (SMILES) is CCCCC(=O)OCC(=O)c1[nH]c(C)c(C(=O)OCC)c1C. The calculated total energy comes out at -28694.1263 eV. The HOMO-LUMO gap is 9.0 eV.

Geometry as XYZ:
```
45
Properties=species:S:1:pos:R:3:forces:R:3
C 6.500 -0.544 -1.394 -0.12 -0.21 -0.10
C 5.295 -1.294 -1.949 -0.05 0.28 0.09
C 4.049 -0.413 -1.975 -0.04 -0.32 -0.13
C 2.843 -1.158 -2.540 0.16 0.35 0.15
C 1.611 -0.293 -2.589 0.29 0.00 0.05
O 1.573 0.880 -2.290 0.10 0.04 -0.07
O 0.557 -0.985 -3.004 -0.11 -0.37 0.01
C -0.694 -0.321 -3.193 -0.49 0.20 -0.23
C -1.711 -0.688 -2.086 0.33 -0.06 -0.57
O -2.586 -1.492 -2.350 0.08 0.04 -0.08
C -1.565 -0.032 -0.817 -0.67 -0.19 0.80
N -0.596 0.916 -0.547 0.14 0.21 0.09
C -0.717 1.363 0.707 -0.24 -0.10 0.21
C 0.190 2.388 1.268 0.09 0.09 0.07
C -1.804 0.708 1.299 0.20 0.02 -0.32
C -2.232 0.945 2.676 0.25 0.22 0.08
O -1.713 1.748 3.421 -0.02 -0.01 -0.02
O -3.267 0.169 3.034 -0.13 -0.15 -0.26
C -3.789 0.328 4.350 -0.17 0.27 0.57
C -5.306 0.245 4.296 0.43 -0.05 -0.18
C -2.343 -0.175 0.337 0.37 0.10 -0.38
C -3.507 -1.078 0.506 -0.16 -0.21 -0.16
H 6.722 0.327 -2.007 0.07 0.12 -0.03
H 6.305 -0.206 -0.379 0.03 0.06 0.12
H 7.377 -1.186 -1.380 0.13 0.01 0.04
H 5.517 -1.638 -2.961 -0.02 -0.10 -0.02
H 5.102 -2.176 -1.334 -0.01 -0.09 -0.05
H 4.237 0.474 -2.583 0.00 0.06 0.06
H 3.819 -0.073 -0.964 0.01 0.09 0.00
H 3.047 -1.507 -3.556 -0.07 -0.07 0.00
H 2.610 -2.040 -1.940 -0.04 -0.04 -0.07
H -0.539 0.761 -3.254 0.00 -0.16 -0.02
H -1.093 -0.700 -4.137 0.03 0.08 0.22
H 0.149 1.195 -1.180 -0.06 -0.05 0.04
H 1.071 2.502 0.641 0.08 0.04 -0.03
H -0.326 3.345 1.337 0.03 0.07 0.03
H 0.480 2.114 2.280 0.06 0.04 -0.01
H -3.454 1.291 4.749 -0.06 -0.26 -0.03
H -3.380 -0.474 4.976 0.00 0.14 -0.09
H -5.712 0.335 5.300 -0.06 0.00 0.10
H -5.705 1.047 3.680 -0.07 0.07 -0.03
H -5.614 -0.707 3.872 -0.11 -0.08 -0.01
H -4.388 -0.501 0.780 -0.08 -0.03 0.04
H -3.697 -1.621 -0.414 -0.05 -0.01 0.07
H -3.317 -1.781 1.315 -0.06 -0.05 0.04
```
Positions in Å, forces in eV/Å.

Results of the Mulliken charge analysis, in e, for atoms 1 through 2: number 1, C, carries -1.306; number 2, C, carries -0.339

Entry 4:
ORCA calculation (wB97M-V/def2-TZVPD) on a cluster of 2 separate species, C3H10NO in total in a non-equilibrium geometry.

As for the net charge: +1. The LUMO energy comes out at -3.38 eV. The value obtained for the relative energy (zero: lowest compared OMol25 entry of this formula, charge and spin) is 22.43 kcal/mol. The value obtained for the molecular weight is 76.119 g/mol. The calculated total energy comes out at -6803.3381 eV. The HOMO-LUMO gap is 11.0 eV.

Geometry as XYZ:
```
15
Properties=species:S:1:pos:R:3:forces:R:3
C 0.945 1.010 -1.429 -0.10 0.30 -0.67
C -0.015 -0.042 -0.972 0.22 0.21 0.04
C -0.088 -1.298 -1.384 0.70 0.39 -0.04
N -0.733 0.362 0.283 -0.92 -0.81 -1.08
H 1.633 0.622 -2.169 0.17 -0.40 0.12
H 1.513 1.279 -0.536 0.20 0.18 -0.10
H 0.588 1.923 -1.913 -0.58 -0.01 0.45
H -0.224 -2.156 -0.736 -1.10 0.07 -0.19
H 0.261 -1.463 -2.395 0.45 -0.33 0.18
H -1.127 1.298 0.155 0.88 0.38 0.51
H -1.613 -0.166 0.277 0.41 -0.45 0.45
H -0.212 0.153 1.158 -0.47 0.47 0.29
H 0.410 -0.314 3.490 -0.07 -0.09 -0.05
H -1.068 -0.698 3.336 -0.11 -0.06 0.13
O -0.271 -0.510 2.834 0.32 0.16 -0.02
```
Positions in Å, forces in eV/Å.

Results of the Mulliken charge analysis, in e, for atoms 1 through 2: number 1, C, carries -1.218; number 2, C, carries 0.489

Which value of calculated total energy does entry 3 give? -28694.1263 eV

What is the calculated total energy in the third record? -28694.1263 eV

calculated total energy of number 4 (C3H10NO)? -6803.3381 eV

Among the records above, which one has the highest calculated total energy? C3H10NO